[1]
One molecule with the formula C5H9NO at a distorted geometry. Source: the Open Molecules 2025 dataset; level of theory: ωB97M-V with the def2-TZVPD basis set.

Atoms and positions in Å:
C: -0.7793 0.7837 0.9823
C: 0.1808 0.4608 -0.1401
C: 1.1169 1.5852 -0.4714
C: 0.0068 -2.0133 0.5479
N: -0.6319 -1.6869 -0.5511
C: -0.0963 -0.4519 -1.1933
O: 0.1215 -0.4333 -2.3926
H: -1.2783 1.7424 0.7674
H: -0.2677 0.9143 1.9462
H: -1.5688 0.0365 1.1055
H: 1.6594 1.8836 0.4298
H: 0.5815 2.4764 -0.8186
H: 1.8374 1.3044 -1.2426
H: 1.0698 -1.8087 0.6311
H: -0.5082 -2.6045 1.3121
H: -1.4435 -2.1888 -0.9127

Forces on atoms 1 to 2 (eV/Å):
C -0.1 -0.1 0.1
C 0.1 0.5 -0.2

Its LUMO energy (alpha / beta) is -0.5 / 0.0 eV. Its HOMO energy (alpha / beta) is -7.0 / -7.5 eV. The calculation puts the orbital gap (alpha / beta) at 6.5 / 7.5 eV.

Charge distribution, natural (NBO) scheme, values in e: -0.64 -0.10 -0.65 -0.06 -0.54 0.53 -0.64 0.20 0.21 0.21 0.21 0.21 0.23 0.22 0.19 0.41

---

[2]
A 3-piece molecular cluster, C5H9NO overall at a distorted geometry. Source: the Open Molecules 2025 dataset; level of theory: ωB97M-V with the def2-TZVPD basis set.

Atoms and positions in Å:
C: -1.9275 -0.8481 -0.7811
O: -0.6576 0.6509 -0.6988
C: 0.2038 0.7418 0.1810
C: 1.4444 1.5078 -0.1304
C: 0.1379 -0.0177 1.4657
C: 0.2076 -1.6771 -1.1978
N: 1.3666 -1.7781 -1.0575
H: -2.0509 -1.0073 -1.8416
H: -1.8782 -1.7478 -0.1865
H: -2.5657 -0.0751 -0.3612
H: 1.8845 1.9944 0.7425
H: 1.2751 2.2184 -0.9405
H: 2.1328 0.7263 -0.4918
H: 0.7100 -0.9381 1.2896
H: -0.8870 -0.2886 1.7268
H: 0.6043 0.5383 2.2817

Forces on atoms 1 to 2 (eV/Å):
C -0.4 0.2 0.1
O 0.1 -0.1 0.2

Its LUMO energy is -0.6 eV. Its HOMO energy is -9.2 eV. The calculation puts the orbital gap at 8.6 eV.

Charge distribution, natural (NBO) scheme, values in e: -0.20 -0.50 0.70 -0.72 -0.75 -0.06 -0.62 0.23 0.22 0.18 0.23 0.25 0.29 0.30 0.23 0.24

---

Number 1: E_tot -325.809481 hartree. Number 2: E_tot -325.735848 hartree.